[1]
{"formula": "C5H13N2O", "method": "ωB97M-V/def2-TZVPD", "fmax_ev_per_a": 3.835, "e_lumo_ev": 3.960, "relative_energy_kcal_mol": 53.5, "homo_lumo_gap_ha": 0.2450, "total_charge": -1, "homo_energy_ev": -2.71, "species": ["C", "N", "C", "C", "C", "N", "C", "O", "H", "H", "H", "H", "H", "H", "H", "H", "H", "H", "H", "H", "H"], "coordinates": [[-1.0728, 1.3572, -0.3067], [-1.5998, 1.4443, 1.0700], [-0.3273, 0.0102, -0.6041], [1.0336, 0.1320, 0.1562], [2.1569, 1.1388, -0.3067], [-1.1862, -1.1882, -0.3766], [-0.3711, -2.6297, -0.0370], [0.1307, -2.5633, 1.1377], [-1.9208, 1.6887, -0.9693], [-0.1415, 2.1621, -0.4858], [-2.4780, 0.8354, 1.1812], [-1.0287, 1.0081, 1.8261], [-0.1677, -0.0062, -1.7305], [0.8311, 0.1848, 1.2502], [1.4230, -0.9570, 0.0103], [2.4435, 0.6959, -1.2598], [1.6619, 2.2347, -0.3397], [2.9165, 1.2056, 0.4437], [-1.5852, -0.8845, 0.4601], [0.4452, -2.4752, -0.8067], [-1.1633, -3.3934, -0.3126]]}

[2]
{"formula": "C24H51AsBr4O5PPtSbSi3", "method": "ωB97M-V/def2-TZVPD", "fmax_ev_per_a": 1.004, "e_lumo_ev": -0.095, "relative_energy_kcal_mol": 25.1, "homo_lumo_gap_ha": 0.2371, "total_charge": 0, "homo_energy_ev": -6.55, "species": ["Pt", "Br", "C", "C", "Br", "C", "Br", "C", "O", "C", "O", "C", "Br", "C", "As", "C", "C", "H", "H", "H", "H", "H", "H", "H", "H", "H", "C", "C", "O", "P", "O", "C", "C", "O", "C", "C", "H", "H", "H", "H", "H", "H", "H", "H", "H", "H", "H", "H", "H", "H", "H", "C", "Si", "C", "C", "Sb", "Si", "C", "C", "C", "Si", "C", "C", "C", "H", "H", "H", "H", "H", "H", "H", "H", "H", "H", "H", "H", "H", "H", "H", "H", "H", "H", "H", "H", "H", "H", "H", "H", "H", "H", "H"], "coordinates": [[0.6868, -0.2233, 0.1250], [1.9924, 4.3788, -4.7313], [0.8310, 3.4882, -3.5340], [-0.2248, 4.1492, -2.9229], [-0.5313, 5.9801, -3.2902], [-1.0698, 3.4671, -2.0426], [-2.5630, 4.3145, -1.2555], [-0.8823, 2.1094, -1.7208], [-1.6828, 1.4034, -1.0072], [0.2888, 1.4950, -2.2602], [0.5486, 0.2468, -1.8855], [1.0674, 2.1487, -3.1973], [2.4182, 1.1268, -4.0366], [0.3804, -2.9364, 2.8121], [1.2926, -1.4317, 2.0154], [2.9762, -2.3044, 1.5574], [1.7745, -0.4778, 3.6428], [1.1009, -3.3702, 3.5069], [0.1078, -3.6701, 2.0583], [-0.5026, -2.6154, 3.3543], [2.7571, -3.2513, 1.0646], [3.5505, -2.4992, 2.4632], [3.5414, -1.6822, 0.8688], [2.4427, -1.0873, 4.2506], [0.8647, -0.2764, 4.2089], [2.2475, 0.4692, 3.3937], [5.4955, 1.9190, 2.2642], [4.4180, 1.0536, 1.6565], [3.1883, 1.8004, 1.6509], [2.1017, 1.5731, 0.4710], [2.8953, 1.9526, -0.8362], [3.5203, 3.2351, -1.0784], [4.8939, 3.0070, -1.6596], [1.0928, 2.7420, 0.8148], [1.2658, 3.8902, 1.6681], [0.7442, 3.5936, 3.0543], [6.4436, 1.3805, 2.2828], [5.2348, 2.1961, 3.2856], [5.6280, 2.8303, 1.6804], [4.2667, 0.1450, 2.2434], [4.6771, 0.7651, 0.6346], [3.5709, 3.8041, -0.1477], [2.8758, 3.7647, -1.7794], [5.5342, 2.4677, -0.9589], [5.3604, 3.9684, -1.8794], [4.8212, 2.4378, -2.5849], [0.6910, 4.6819, 1.1897], [2.3148, 4.1851, 1.6906], [-0.2850, 3.2384, 2.9990], [0.7642, 4.5005, 3.6605], [1.3549, 2.8369, 3.5474], [-3.8108, -4.2387, -0.7244], [-2.2276, -3.6065, 0.1098], [-2.5633, -3.8956, 1.9659], [-0.7905, -4.7223, -0.4314], [-1.7232, -1.1050, -0.5853], [-3.4968, -0.1000, 0.9793], [-2.5147, 0.2166, 2.5493], [-4.2630, 1.4841, 0.3831], [-4.8803, -1.3263, 1.2990], [-1.7044, -1.4980, -3.1264], [-3.1135, -2.6462, -3.5926], [-0.0793, -2.3458, -3.5014], [-1.9560, 0.0920, -4.0660], [-4.3703, -4.8766, -0.0366], [-3.5970, -4.8280, -1.6165], [-4.4731, -3.4246, -1.0243], [-1.9404, -4.7018, 2.3610], [-3.6005, -4.2125, 2.0878], [-2.4227, -3.0170, 2.5938], [-0.5416, -5.4786, 0.3179], [0.1135, -4.1444, -0.6401], [-1.0498, -5.2540, -1.3498], [-1.6001, 0.7648, 2.3093], [-2.2395, -0.7044, 3.0701], [-3.1152, 0.8254, 3.2313], [-3.5427, 2.2951, 0.4514], [-5.1389, 1.7065, 1.0015], [-4.5762, 1.4270, -0.6591], [-4.5495, -2.3209, 1.5860], [-5.5281, -1.4203, 0.4252], [-5.4883, -0.9272, 2.1169], [-2.9562, -3.6658, -3.2430], [-3.1512, -2.6736, -4.6860], [-4.0864, -2.3049, -3.2368], [-0.1502, -3.4254, -3.3514], [0.7342, -1.9411, -2.9017], [0.1647, -2.1630, -4.5520], [-2.7588, 0.6887, -3.6291], [-2.2330, -0.1607, -5.0940], [-1.0614, 0.7087, -4.0981]]}

[3]
{"formula": "C30H36AsN4O8PbS3", "method": "ωB97M-V/def2-TZVPD", "fmax_ev_per_a": 0.055, "e_lumo_ev": -2.111, "relative_energy_kcal_mol": 0.0, "homo_lumo_gap_ha": 0.3217, "total_charge": 1, "homo_energy_ev": -10.87, "species": ["Pb", "C", "N", "C", "C", "C", "C", "C", "C", "N", "C", "C", "C", "C", "C", "C", "N", "C", "C", "C", "C", "C", "N", "H", "H", "H", "H", "H", "H", "H", "H", "H", "H", "H", "H", "H", "H", "H", "H", "H", "H", "O", "As", "O", "O", "C", "C", "C", "C", "C", "C", "S", "O", "O", "O", "H", "H", "H", "H", "H", "C", "O", "C", "S", "S", "H", "H", "H", "C", "C", "O", "C", "C", "H", "H", "H", "H", "H", "H", "H", "H", "H", "H"], "coordinates": [[-0.3378, -0.8219, 0.0627], [1.4857, -3.3517, 1.5161], [1.6889, -1.9062, 1.3403], [2.9389, -1.6818, 0.6018], [2.9962, -0.3601, -0.1156], [4.1762, 0.3613, -0.1894], [4.2109, 1.5170, -0.9482], [3.0639, 1.9196, -1.6137], [1.9218, 1.1557, -1.4757], [1.8881, 0.0378, -0.7437], [1.7503, -1.2495, 2.6541], [0.4084, -1.1905, 3.3444], [0.3338, -0.7837, 4.6697], [-0.9080, -0.6756, 5.2673], [-2.0415, -0.9950, 4.5320], [-1.8753, -1.4022, 3.2239], [-0.6790, -1.4983, 2.6383], [1.1463, -4.0524, 0.2262], [1.5441, -5.3604, -0.0100], [1.1462, -5.9772, -1.1847], [0.3684, -5.2686, -2.0871], [0.0269, -3.9638, -1.7778], [0.4109, -3.3670, -0.6477], [2.3763, -3.8096, 1.9652], [0.6602, -3.4928, 2.2145], [3.8036, -1.7780, 1.2683], [3.0257, -2.4663, -0.1541], [5.0472, 0.0255, 0.3561], [5.1190, 2.1015, -1.0113], [3.0409, 2.8197, -2.2122], [0.9916, 1.4412, -1.9496], [2.4675, -1.7730, 3.3021], [2.1244, -0.2288, 2.5186], [1.2395, -0.5416, 5.2107], [-0.9936, -0.3463, 6.2942], [-3.0313, -0.9257, 4.9596], [-2.7316, -1.6566, 2.6082], [2.1531, -5.8831, 0.7157], [1.4409, -6.9971, -1.3929], [0.0352, -5.7140, -3.0137], [-0.5722, -3.3573, -2.4467], [0.1327, 2.9830, 3.2318], [0.9645, 2.2741, 1.8574], [2.5194, 1.9279, 2.2248], [-0.0135, 0.9958, 1.4267], [0.9120, 3.6925, 0.5330], [2.0404, 4.5024, 0.5741], [2.1709, 5.5933, -0.2759], [1.1697, 5.8893, -1.1842], [0.0353, 5.0926, -1.2448], [-0.0864, 4.0016, -0.3940], [-1.5340, 3.0225, -0.6669], [-2.4491, 3.7558, -1.4688], [-2.0754, 2.9544, 0.8497], [-1.1713, 1.6976, -1.0975], [0.7861, 3.2341, 3.8974], [2.8275, 4.2563, 1.2768], [3.0564, 6.2128, -0.2210], [1.2596, 6.7417, -1.8436], [-0.7617, 5.3147, -1.9399], [-6.5679, 0.8589, 1.6067], [-5.1288, 0.8625, 1.6133], [-4.5113, 1.9548, 1.1670], [-5.1521, 3.3026, 0.5678], [-2.7974, 1.5746, 1.4317], [-6.9430, 1.6732, 2.2232], [-6.8510, -0.1049, 2.0164], [-6.9333, 0.9757, 0.5886], [0.2741, -1.7896, -4.9895], [0.3565, -0.8747, -3.7813], [-0.7606, -0.9904, -2.9023], [-1.9402, -0.3503, -3.3988], [-3.0893, -0.6286, -2.4588], [1.1809, -1.6861, -5.5868], [-0.5713, -1.5502, -5.6329], [0.1902, -2.8327, -4.6821], [0.4615, 0.1701, -4.0981], [1.2314, -1.1278, -3.1801], [-2.1704, -0.7313, -4.3972], [-1.7557, 0.7261, -3.4753], [-3.2375, -1.7025, -2.3323], [-4.0069, -0.2042, -2.8671], [-2.9219, -0.1705, -1.4834]]}

[4]
{"formula": "C11H11NO2S", "method": "ωB97M-V/def2-TZVPD", "fmax_ev_per_a": 4.624, "e_lumo_ev": -0.302, "relative_energy_kcal_mol": 122.7, "homo_lumo_gap_ha": 0.3043, "total_charge": 0, "homo_energy_ev": -8.58, "species": ["C", "C", "C", "C", "C", "C", "C", "C", "C", "C", "C", "N", "O", "O", "S", "H", "H", "H", "H", "H", "H", "H", "H", "H", "H", "H"], "coordinates": [[2.2013, 0.9775, -3.1449], [1.2264, 1.9338, -2.9127], [2.6371, 0.0539, -2.1941], [0.5086, 1.7830, -1.7806], [2.0427, 0.1006, -0.9990], [0.8942, 0.9433, -0.7521], [-2.7695, -1.1789, 2.4329], [-2.2143, -2.3545, 2.3626], [-2.7376, -0.4758, 1.0118], [0.5278, 0.5282, 1.6785], [0.1497, 0.9630, 0.4451], [-2.0154, -1.3070, 0.2055], [-3.2575, 0.5714, 0.7717], [0.0634, -2.2172, 1.2977], [-1.4820, -2.6206, 0.7558], [2.8252, 0.9905, -4.0241], [0.9360, 2.6792, -3.6155], [3.2757, -0.8272, -2.4590], [-0.1260, 2.6707, -1.5752], [2.0466, -0.7559, -0.3205], [-3.1544, -0.5395, 3.2359], [-2.1205, -2.8653, 3.3116], [1.5407, 0.2158, 1.8931], [-0.1866, 0.6152, 2.4937], [0.1183, -1.2701, 1.4125], [-0.9299, 1.3858, 0.4693]]}